(1)
The following is a quantum chemistry calculation of the molecule C18H27N5O3S, from OMol25.

CARTESIAN COORDINATES (ANGSTROEM)
C: -0.56117 2.44881 -3.53418
C: -1.10509 1.46315 -2.50775
C: -2.44576 1.92135 -1.93979
C: -3.03884 0.89254 -0.96956
C: -2.14155 0.70286 0.20882
N: -1.52146 -0.46262 0.30973
C: -0.68829 -0.65014 1.32774
S: 0.15146 -2.15163 1.49518
C: -0.48190 -3.08148 0.04312
C: 0.64478 -3.57489 -0.86255
N: 0.83908 -2.69284 -1.99993
C: 1.61455 -3.28136 -3.08013
C: 3.11969 -3.30752 -2.78076
O: 3.60355 -2.01331 -2.49018
C: 2.90338 -1.43783 -1.40491
C: 1.39711 -1.38592 -1.68592
C: -0.47570 0.36775 2.27487
C: 0.42593 0.20910 3.39134
O: 1.07757 -0.79752 3.59266
N: 0.48981 1.31436 4.22794
C: 1.36270 1.25237 5.38804
C: -0.21005 2.49470 4.06519
O: -0.09372 3.40882 4.84778
N: -1.04620 2.57777 2.96399
C: -1.79532 3.79939 2.74758
C: -1.19308 1.55354 2.07949
N: -2.02105 1.71991 1.05092
H: 0.39738 2.10994 -3.91975
H: -1.25075 2.54952 -4.36947
H: -0.42246 3.43021 -3.08569
H: -1.22619 0.48135 -2.97039
H: -0.38609 1.35455 -1.69266
H: -2.31732 2.86818 -1.41247
H: -3.15195 2.07928 -2.75733
H: -3.16513 -0.06762 -1.46914
H: -4.00598 1.25274 -0.61604
H: -1.03408 -3.92375 0.45536
H: -1.15543 -2.41604 -0.49263
H: 1.55073 -3.72504 -0.25377
H: 0.35671 -4.54833 -1.26973
H: 1.25337 -4.29181 -3.27962
H: 1.44486 -2.66603 -3.96937
H: 3.68138 -3.65116 -3.65105
H: 3.32454 -3.98269 -1.93495
H: 3.30826 -0.43169 -1.28497
H: 3.09999 -2.00985 -0.48514
H: 0.87053 -0.95621 -0.83668
H: 1.22456 -0.74869 -2.55896
H: 2.10807 2.04507 5.33189
H: 0.77767 1.38682 6.29732
H: 1.84260 0.27650 5.38419
H: -2.86047 3.57434 2.72069
H: -1.56879 4.47852 3.56625
H: -1.50643 4.24251 1.79536

Multiplicity: 1
Max |F|, eV Å⁻¹: 0.807
SMILES: CCCCc1nc(SCCN2CCOCC2)c2c(=O)n(C)c(=O)n(C)c2n1
E_HOMO, eV: -8.187



(2)
The following is a quantum chemistry calculation of a structure of composition C10H15N4O at a distorted geometry, from OMol25.

CARTESIAN COORDINATES (ANGSTROEM)
C: 0.99908 1.27599 1.02814
C: 3.49791 -1.15809 -0.14233
C: 2.37259 -1.86701 0.08203
C: 3.04517 0.14456 -0.45608
C: 0.02122 -1.50691 -0.16228
C: -1.23504 0.50620 -0.73089
C: -2.21752 -1.47916 -0.23932
C: -1.92007 1.22748 0.35583
C: -2.98993 -0.79904 0.85747
C: 3.79810 1.42409 -0.62220
N: 1.75291 0.26050 -0.47497
N: 1.23589 -1.08653 -0.20436
N: -1.03361 -0.80432 -0.42876
N: -3.25762 0.61176 0.54646
O: 1.70066 2.07763 1.46499
H: 4.47632 -1.44648 -0.26720
H: 2.28995 -2.90120 0.20014
H: -1.82264 0.67607 -1.68638
H: -0.26433 0.87701 -1.18397
H: -2.15249 -2.58638 0.01903
H: -2.84942 -1.61271 -1.13967
H: -1.18941 1.03986 1.21678
H: -2.07308 2.27957 0.12134
H: -3.96376 -1.29219 1.12968
H: -2.30065 -0.78106 1.82594
H: 4.65341 1.51339 -1.28693
H: 2.94144 2.00385 -1.03875
H: 4.13224 1.89219 0.34390
H: -3.83968 0.97612 1.26205
H: -3.80762 0.53482 -0.38970

Multiplicity: 1
Max |F|, eV Å⁻¹: 6.097
Charge: +1
E_HOMO, eV: -11.654



(3)
The following is a quantum chemistry calculation of the molecule C3H8NO2 at a distorted geometry, from OMol25.

CARTESIAN COORDINATES (ANGSTROEM)
N: -0.95426 -1.31511 -0.79508
C: -0.00481 -0.47365 -0.03605
C: -0.70636 0.69248 0.64316
O: -1.46253 0.11049 1.67296
C: 1.17437 0.24894 -1.01487
O: 2.13763 0.91782 -0.32600
H: -0.35466 -1.93385 -1.15919
H: -1.08881 -0.72138 -1.57765
H: 0.56303 -1.12297 0.64158
H: 0.11230 1.32206 1.14886
H: -1.29875 1.28413 -0.06957
H: -1.25829 -0.90162 1.55733
H: 1.23596 -0.69129 -1.60879
H: 0.58897 0.93753 -1.69611

Multiplicity: 2
Max |F|, eV Å⁻¹: 4.907
E_HOMO (spin up / spin down), eV: -10.116 / -10.124



(4)
The following is a quantum chemistry calculation of a structure of composition C34H36BrN8O2Pd, from OMol25.

CARTESIAN COORDINATES (ANGSTROEM)
Pd: -0.24802 0.31807 1.09867
C: 5.35332 1.38025 0.72441
N: 4.07466 0.68673 0.86538
C: 2.88111 1.19448 1.15809
N: 1.96409 0.24643 1.08719
C: 2.67987 -0.85467 0.72680
N: 3.96279 -0.62817 0.57744
C: 5.58227 1.86969 -0.68403
C: 6.62533 1.37358 -1.45207
C: 6.81783 1.83072 -2.75123
C: 5.96201 2.77096 -3.29591
C: 4.91123 3.26727 -2.52777
C: 4.73204 2.82298 -1.22573
C: 3.99166 4.24957 -3.09879
N: 4.07123 4.88477 -4.21253
N: 2.93085 5.68344 -4.28835
C: 2.26439 5.46158 -3.21285
O: 2.86960 4.55974 -2.40174
C: 0.97815 6.01949 -2.79691
C: 0.29750 6.88511 -3.64519
C: -0.93426 7.38608 -3.25614
C: -1.48842 7.01772 -2.03907
C: -0.80646 6.15655 -1.18660
C: -1.43407 5.81131 0.14486
N: -0.89158 4.59730 0.74809
C: -0.87075 3.35646 0.26450
N: -0.24107 2.55914 1.11387
C: 0.10226 3.39621 2.13214
N: -0.26505 4.63983 1.94353
C: 0.43137 5.66507 -1.56717
H: 6.12475 0.67606 1.02456
H: 5.34826 2.20849 1.43304
H: 2.71432 2.22552 1.42344
H: 2.23489 -1.82442 0.58933
H: 7.29005 0.62503 -1.03831
H: 7.63541 1.44128 -3.34263
H: 6.09107 3.12652 -4.30929
H: 3.91696 3.22879 -0.63762
H: 0.73591 7.14792 -4.59835
H: -1.47289 8.05876 -3.90986
H: -2.46028 7.40325 -1.75268
H: -2.51197 5.69470 0.03399
H: -1.25880 6.59716 0.87736
H: -1.28357 3.07532 -0.69079
H: 0.62770 3.07382 3.01616
H: 0.98824 5.00189 -0.91762
C: -5.24177 -5.58353 2.65653
C: -5.30247 -4.66891 1.42119
C: -5.45134 -5.52491 0.15201
C: -6.52302 -3.75741 1.54424
C: -4.00360 -3.88543 1.33098
C: -3.97225 -2.47568 1.35587
C: -2.77525 -1.84124 1.26982
Br: -2.76204 0.05028 1.31819
C: -1.49946 -2.52847 1.15147
O: -0.42478 -1.89072 1.07811
C: -1.54955 -3.98839 1.12566
C: -2.78519 -4.57821 1.21752
C: -0.32641 -4.90371 1.00531
C: -0.50104 -5.78451 -0.24476
C: 1.02001 -4.18741 0.87595
C: -0.26368 -5.79214 2.26041
H: -6.17456 -6.14354 2.73765
H: -5.11323 -5.00230 3.57120
H: -4.42598 -6.30396 2.59212
H: -6.38639 -6.08486 0.20146
H: -4.63866 -6.24390 0.04550
H: -5.47541 -4.90123 -0.74325
H: -7.42178 -4.37118 1.60393
H: -6.63120 -3.10184 0.67775
H: -6.48484 -3.14426 2.44693
H: -4.88173 -1.90057 1.44365
H: -2.83080 -5.65816 1.20067
H: -0.56915 -5.17334 -1.14642
H: -1.38960 -6.41384 -0.19199
H: 0.36465 -6.44071 -0.34479
H: 1.06684 -3.57973 -0.02774
H: 1.79716 -4.95027 0.80844
H: 1.23736 -3.55735 1.73726
H: -1.15543 -6.40777 2.37978
H: -0.14419 -5.18769 3.16133
H: 0.59481 -6.46091 2.18444

Multiplicity: 3
Max |F|, eV Å⁻¹: 0.710
Charge: +1
E_HOMO (spin up / spin down), eV: -10.656 / -10.812



(5)
The following is a quantum chemistry calculation of the molecule C5H9F at a distorted geometry, from OMol25.

CARTESIAN COORDINATES (ANGSTROEM)
C: 0.09102 -0.49462 -2.74621
C: 0.16607 -0.61076 -1.41286
C: -0.44142 0.19210 -0.35917
C: 0.21961 0.01493 1.02387
C: -0.17969 0.75612 2.29785
F: 1.60179 0.23810 0.65673
H: -0.17189 0.35952 -3.37281
H: 0.48678 -1.35571 -3.25090
H: 0.46238 -1.63843 -1.00385
H: -1.42116 -0.17177 -0.15843
H: -0.38279 1.19016 -0.65478
H: 0.31183 -0.99048 1.20510
H: -1.22935 0.41104 2.59014
H: 0.01064 1.78557 2.07672
H: 0.47616 0.31424 3.10861

Multiplicity: 1
Max |F|, eV Å⁻¹: 2.885
SMILES: C=CC[C@H](C)F
E_HOMO, eV: -9.630



(6)
The following is a quantum chemistry calculation of the molecule C4H8O2 at a distorted geometry, from OMol25.

CARTESIAN COORDINATES (ANGSTROEM)
C: -2.09615 0.04177 -0.19377
C: -0.78423 0.59489 0.33348
C: 0.39083 -0.16412 -0.20640
O: 1.56860 0.43828 0.33555
C: 2.66752 -0.33264 0.23403
O: 2.71032 -1.43738 -0.23408
H: -2.24282 -1.00854 0.08640
H: -2.94162 0.60689 0.20546
H: -2.15008 0.09785 -1.28735
H: -0.74744 0.54028 1.42722
H: -0.66075 1.64988 0.06771
H: 0.32459 -1.22178 0.07044
H: 0.43312 -0.10996 -1.30188
H: 3.52809 0.30456 0.46318

Multiplicity: 1
Max |F|, eV Å⁻¹: 1.295
SMILES: CCCOC=O
E_HOMO, eV: -10.767



(7)
The following is a quantum chemistry calculation of a cluster of 2 separate species, C3H3N3O in total at a distorted geometry, from OMol25.

CARTESIAN COORDINATES (ANGSTROEM)
N: 2.38264 -0.38385 0.77977
C: 1.24923 -0.53592 0.37615
C: 0.00402 -0.78086 -0.00973
C: -1.12493 -0.22468 0.74546
O: -1.03476 0.35562 1.80653
H: 2.91160 0.42844 0.47199
H: -0.16418 -1.36091 -0.91071
H: -2.10835 -0.35609 0.25414
N: -0.52178 1.48195 -2.40398
N: -1.49655 1.74446 -1.96294

Multiplicity: 1
Max |F|, eV Å⁻¹: 1.867
SMILES: N=C=CC=O.N#N
E_HOMO, eV: -9.666



(8)
The following is a quantum chemistry calculation of the ion C2H8N2OP with charge -1 at a distorted geometry, from OMol25.

CARTESIAN COORDINATES (ANGSTROEM)
C: 0.98158 1.19375 0.25592
C: 1.27824 -1.27886 -0.10587
N: -2.23281 0.82822 -0.38341
N: 0.47328 -0.06761 -0.20363
O: -3.20909 -0.15939 0.11828
P: -1.45678 -0.54290 0.29907
H: 0.70731 1.44642 1.27980
H: 2.03564 1.04375 0.15735
H: 0.57667 1.88703 -0.48334
H: 0.68605 -2.11102 -0.14238
H: 1.95352 -1.32414 -1.08940
H: 1.89409 -1.22368 0.79194
H: -2.09649 1.68059 0.35008
H: -1.59122 -1.37217 -0.84442

Multiplicity: 1
Max |F|, eV Å⁻¹: 5.143
Charge: -1
E_HOMO, eV: -2.374



(9)
The following is a quantum chemistry calculation of a cluster of 2 separate species, CH3ClOSi in total at a distorted geometry, from OMol25.

CARTESIAN COORDINATES (ANGSTROEM)
C: -0.08016 -1.43121 0.60671
O: 0.05645 -2.54011 0.18699
Si: 0.14006 1.23743 -0.77324
Cl: -0.66054 -1.23093 2.21071
H: -0.00093 2.36915 0.32248
H: -0.92734 0.31446 -1.20904
H: 1.47246 1.28120 -1.34460

Multiplicity: 1
Max |F|, eV Å⁻¹: 2.537
E_HOMO (spin up / spin down), eV: -8.646 / -7.842



(10)
The following is a quantum chemistry calculation of a structure of composition C38H56CdN7O2P at a distorted geometry, from OMol25.

CARTESIAN COORDINATES (ANGSTROEM)
Cd: 0.46107 1.20015 0.51996
C: 1.25853 4.28978 -0.49368
C: 0.96581 3.46908 -1.74068
N: 1.42971 2.08426 -1.64939
C: 2.84759 1.87357 -1.87517
C: 3.66384 1.77193 -0.60222
C: 5.03691 1.56289 -0.67214
C: 5.75236 1.48412 0.51061
C: 5.08607 1.64483 1.71479
C: 3.71182 1.84380 1.69376
C: 2.94169 2.05332 2.98857
N: 1.50256 2.07789 2.82052
C: 0.84419 3.34071 3.09870
C: 1.09735 4.30426 1.93956
N: 0.59956 3.74490 0.68860
N: 3.02855 1.89031 0.55554
H: 0.98144 5.33535 -0.68380
H: 2.33474 4.27016 -0.30719
H: 1.41007 3.98099 -2.60501
H: -0.11223 3.42743 -1.89582
H: 0.88701 1.58085 -2.35081
H: 3.28969 2.66687 -2.49555
H: 2.97977 0.93647 -2.42260
H: 5.52649 1.45492 -1.63183
H: 6.82023 1.30655 0.49723
H: 5.61925 1.60163 2.65628
H: 3.28874 3.00227 3.41781
H: 3.24071 1.26775 3.68794
H: 1.05891 1.29750 3.28658
H: 1.19459 3.80744 4.03138
H: -0.22848 3.15472 3.18815
H: 2.17833 4.43283 1.83963
H: 0.67150 5.28920 2.16544
H: -0.40746 3.86893 0.63020
C: -0.73179 -1.85196 4.14817
C: 0.47333 -2.57805 3.51904
C: 1.72732 -2.08408 4.25656
C: 0.35021 -4.08552 3.74551
P: 0.64165 -1.95790 1.70870
N: 0.44133 -0.43665 1.74260
C: 2.40519 -2.47681 1.09594
C: 2.87615 -3.89413 1.41477
C: 3.39524 -1.44833 1.67082
C: 2.39863 -2.28166 -0.42615
C: -0.60139 -2.96504 0.65254
C: -1.95423 -2.80648 1.36286
C: -0.74256 -2.27232 -0.70443
C: -0.31304 -4.45158 0.44445
H: -0.55997 -1.69908 5.21757
H: -1.65300 -2.42274 4.04797
H: -0.86582 -0.87707 3.67734
H: 1.57322 -2.16627 5.33574
H: 1.91963 -1.03819 4.01155
H: 2.60444 -2.67885 4.00445
H: 0.38188 -4.28018 4.82213
H: 1.16735 -4.63645 3.27908
H: -0.59149 -4.48739 3.37318
H: 3.02714 -4.03884 2.48435
H: 3.83894 -4.06548 0.92229
H: 2.17590 -4.64931 1.05916
H: 3.85214 -1.78479 2.60055
H: 2.86930 -0.51040 1.85039
H: 4.20224 -1.25048 0.95821
H: 1.82836 -3.05829 -0.93210
H: 3.42380 -2.32633 -0.80652
H: 1.97971 -1.30553 -0.68678
H: -2.12902 -1.76228 1.63125
H: -2.01296 -3.42454 2.25708
H: -2.75900 -3.12491 0.69315
H: -0.68985 -1.19262 -0.57984
H: -1.71349 -2.51531 -1.13403
H: 0.01122 -2.57477 -1.42892
H: -0.08971 -4.96709 1.37782
H: 0.51532 -4.61379 -0.24639
H: -1.20261 -4.91838 0.01014
O: -2.40581 1.44226 0.97060
C: -2.39458 1.20838 -0.23111
N: -3.46910 0.83960 -0.99261
C: -3.14447 0.80167 -2.40852
C: -1.62286 1.15728 -2.31450
O: -0.88437 1.28265 -3.28949
N: -1.27926 1.35700 -1.03253
C: -3.37896 -0.57529 -3.02844
C: -4.38501 -1.39751 -2.53050
C: -4.63430 -2.63764 -3.09791
C: -3.87702 -3.07848 -4.17190
C: -2.88422 -2.25876 -4.68679
C: -2.64113 -1.01360 -4.12462
C: -3.90862 1.89704 -3.15158
C: -4.91673 1.61224 -4.06561
C: -5.64730 2.63580 -4.65506
C: -5.37505 3.95769 -4.34356
C: -4.36670 4.25169 -3.43575
C: -3.64338 3.22978 -2.84514
H: -4.40174 0.79619 -0.62404
H: -4.98716 -1.07072 -1.69123
H: -5.42097 -3.26695 -2.70055
H: -4.06664 -4.04949 -4.61164
H: -2.29247 -2.58781 -5.53169
H: -1.87249 -0.37819 -4.53674
H: -5.13997 0.58564 -4.32271
H: -6.43519 2.39406 -5.35708
H: -5.94329 4.75412 -4.80662
H: -4.14921 5.28270 -3.18694
H: -2.86264 3.47083 -2.13126

Multiplicity: 1
Max |F|, eV Å⁻¹: 1.145
E_HOMO, eV: -7.256



(11)
The following is a quantum chemistry calculation of a structure of composition C28H30BCdF4N9O3S, from OMol25.

CARTESIAN COORDINATES (ANGSTROEM)
Cd: -0.09711 -0.02330 0.12936
O: -0.96538 1.97930 4.41065
C: 0.29888 2.43702 4.43760
C: 0.58448 3.52490 5.26395
C: 1.86049 4.04953 5.30760
C: 2.88053 3.50134 4.53240
C: 2.60438 2.41468 3.72534
C: 1.32292 1.86327 3.66575
C: 1.03570 0.71704 2.76466
O: -0.19125 0.40512 2.53912
N: 2.08811 0.13797 2.21358
N: 1.71626 -0.75638 1.25200
C: 2.55638 -1.65435 0.93338
C: 2.21494 -2.72264 -0.01301
C: 3.22027 -3.52499 -0.54351
C: 2.87694 -4.54350 -1.41538
C: 1.54080 -4.73396 -1.72600
C: 0.60791 -3.88507 -1.14457
N: 0.92405 -2.90670 -0.30928
H: -0.97898 1.28006 3.71117
H: -0.21859 3.94253 5.85721
H: 2.06692 4.89466 5.95279
H: 3.87903 3.91666 4.56962
H: 3.37443 1.95522 3.11976
H: 3.53547 -1.66711 1.41020
H: 4.25404 -3.33993 -0.28010
H: 3.63995 -5.18006 -1.84455
H: 1.22566 -5.52259 -2.39482
H: -0.44961 -3.99861 -1.36294
C: 3.60028 -0.03225 -3.27268
N: 2.51474 0.90122 -3.50213
C: 2.62813 2.19080 -3.98502
C: 1.42018 2.77420 -3.84619
N: 0.58946 1.83262 -3.28244
C: 1.25746 0.68840 -3.05876
S: 0.68692 -0.76086 -2.38291
H: 4.52398 0.41260 -3.63418
H: 3.40932 -0.96897 -3.79259
H: 3.67377 -0.22886 -2.20374
H: 3.54939 2.56971 -4.38887
H: 1.08668 3.76251 -4.10370
H: -0.36690 1.96101 -2.95893
C: -5.67024 -3.39288 0.32682
C: -4.37330 -2.63882 0.29077
C: -3.82798 -2.07883 1.44006
C: -2.62382 -1.40822 1.36933
N: -1.94007 -1.28271 0.23092
C: -2.45604 -1.80810 -0.88243
C: -3.65806 -2.48722 -0.89196
H: -6.31297 -3.03393 1.12906
H: -5.47781 -4.45341 0.50216
H: -6.20229 -3.30258 -0.61908
H: -4.34528 -2.14952 2.38776
H: -2.17616 -0.95628 2.24530
H: -1.89076 -1.65764 -1.79403
H: -4.04406 -2.87486 -1.82563
F: -3.84491 1.46287 -1.71903
B: -2.84154 2.00872 -0.95194
F: -1.56062 1.67156 -1.53710
F: -2.82265 1.43783 0.34969
F: -2.92536 3.39379 -0.86032
C: 3.96767 3.70321 -0.49150
N: 2.58856 3.61572 -0.03839
C: 1.92702 4.69534 0.44313
C: 0.66142 4.60466 0.88272
C: 0.04566 3.31201 0.84798
N: 0.67730 2.25838 0.32918
C: 1.95655 2.36897 -0.13398
O: 2.57077 1.43888 -0.63406
N: -1.16752 3.15829 1.36056
H: 4.40007 4.63084 -0.12370
H: 4.01767 3.67768 -1.58090
H: 4.52583 2.85566 -0.10281
H: 2.47472 5.62812 0.45002
H: 0.13300 5.46184 1.26838
H: -1.72830 3.97117 1.54581
H: -1.66612 2.29413 1.19538

Multiplicity: 1
Max |F|, eV Å⁻¹: 0.575
E_HOMO, eV: -7.635